{"formula": "C60H110N20", "method": "the ωB97M-V functional and the def2-TZVPD basis", "species": ["C", "C", "N", "C", "C", "N", "C", "C", "H", "H", "H", "H", "H", "H", "H", "H", "H", "H", "H", "C", "C", "N", "C", "C", "N", "C", "C", "H", "H", "H", "H", "H", "H", "H", "H", "H", "H", "H", "C", "C", "N", "C", "C", "N", "C", "C", "H", "H", "H", "H", "H", "H", "H", "H", "H", "H", "H", "C", "C", "N", "C", "C", "N", "C", "C", "H", "H", "H", "H", "H", "H", "H", "H", "H", "H", "H", "C", "C", "N", "C", "C", "N", "C", "C", "H", "H", "H", "H", "H", "H", "H", "H", "H", "H", "H", "C", "C", "N", "C", "C", "N", "C", "C", "H", "H", "H", "H", "H", "H", "H", "H", "H", "H", "H", "C", "C", "N", "C", "C", "N", "C", "C", "H", "H", "H", "H", "H", "H", "H", "H", "H", "H", "H", "C", "C", "N", "C", "C", "N", "C", "C", "H", "H", "H", "H", "H", "H", "H", "H", "H", "H", "H", "C", "C", "N", "C", "C", "N", "C", "C", "H", "H", "H", "H", "H", "H", "H", "H", "H", "H", "H", "C", "C", "N", "C", "C", "N", "C", "C", "H", "H", "H", "H", "H", "H", "H", "H", "H", "H", "H"], "positions_angstrom": [[4.3702, -2.3551, 0.5769], [5.1216, -2.2409, -0.7652], [6.4441, -2.8945, -0.6618], [6.7941, -4.0548, 0.0028], [8.0357, -4.4246, -0.3757], [8.4527, -3.4753, -1.2971], [7.5321, -2.5334, -1.3792], [9.7739, -3.5223, -1.9778], [4.3011, -3.3384, 1.0383], [3.3224, -2.1432, 0.3207], [4.6554, -1.6164, 1.3224], [5.3999, -1.1899, -0.8630], [4.5071, -2.5206, -1.6171], [6.1582, -4.4728, 0.7616], [8.7061, -5.2572, -0.2284], [7.5649, -1.7666, -2.1375], [10.5577, -3.5556, -1.2264], [9.8215, -2.6262, -2.5898], [9.8078, -4.4081, -2.6078], [4.1124, -1.4843, 5.2330], [2.6182, -1.2920, 4.8320], [2.1994, -2.4022, 3.9477], [1.1952, -2.3178, 2.9878], [0.9424, -3.5734, 2.5581], [1.6450, -4.4420, 3.3790], [2.4058, -3.7032, 4.1776], [1.4761, -5.9300, 3.4207], [4.5840, -0.6039, 5.6689], [4.5837, -1.9293, 4.3603], [4.1744, -2.1058, 6.1297], [2.3141, -0.3045, 4.4902], [2.0705, -1.3676, 5.7760], [0.9668, -1.3537, 2.5657], [0.3382, -3.9736, 1.7634], [2.9689, -4.0721, 5.0242], [1.2330, -6.2759, 4.4179], [2.3398, -6.3127, 2.8822], [0.6591, -6.1242, 2.7269], [-2.6315, -2.4885, -1.5667], [-1.8691, -2.2756, -0.1961], [-0.8555, -1.2021, -0.2507], [0.4715, -1.4189, -0.5992], [1.0945, -0.2215, -0.5217], [0.1868, 0.7188, -0.0746], [-0.9956, 0.0926, 0.0701], [0.4459, 2.1677, -0.0862], [-2.0143, -2.8636, -2.3790], [-3.1355, -1.5545, -1.8358], [-3.5230, -3.1125, -1.4840], [-1.4107, -3.2171, 0.0991], [-2.5857, -2.0266, 0.5841], [0.8095, -2.3875, -0.9253], [2.1156, 0.0419, -0.7420], [-1.9023, 0.5068, 0.4782], [0.8193, 2.5598, 0.8585], [-0.4701, 2.7201, -0.2820], [1.1822, 2.3098, -0.8709], [4.2413, 2.8676, -11.1285], [5.1772, 3.3910, -10.0460], [4.4613, 3.6082, -8.7488], [3.5891, 4.6442, -8.5042], [3.1366, 4.5473, -7.2245], [3.6817, 3.3675, -6.7392], [4.3881, 2.7847, -7.7181], [3.4931, 2.7434, -5.4411], [3.3504, 3.4886, -11.1597], [3.9734, 1.8202, -10.9922], [4.8907, 2.9138, -12.0036], [5.5360, 4.4058, -10.2377], [6.1161, 2.8691, -9.8659], [3.4821, 5.3934, -9.2742], [2.5049, 5.1575, -6.6043], [4.8810, 1.8283, -7.6542], [4.2281, 1.9469, -5.3612], [2.5075, 2.2653, -5.4529], [3.5407, 3.4490, -4.6175], [-2.4364, 7.4339, 6.1699], [-2.9569, 7.8696, 4.8089], [-2.7549, 6.7831, 3.8032], [-1.5376, 6.3565, 3.3526], [-1.7386, 5.2898, 2.5300], [-3.1082, 5.1012, 2.4659], [-3.6823, 6.0354, 3.2518], [-3.8569, 3.9874, 1.9052], [-2.6834, 8.1901, 6.9135], [-1.3665, 7.2468, 6.2493], [-2.9791, 6.5174, 6.4141], [-2.4496, 8.7526, 4.4251], [-4.0370, 7.9923, 4.8413], [-0.6801, 6.9576, 3.6093], [-1.0116, 4.7246, 1.9775], [-4.7561, 6.1410, 3.2961], [-3.4405, 3.7508, 0.9229], [-4.8703, 4.3079, 1.6651], [-3.9103, 3.0742, 2.4951], [-2.6594, -6.5417, -0.1440], [-3.4941, -6.2479, -1.3703], [-2.7323, -5.9028, -2.5557], [-3.3539, -5.4629, -3.7019], [-2.3952, -5.3350, -4.6438], [-1.2176, -5.7708, -4.0762], [-1.4184, -5.9843, -2.7629], [0.1050, -5.8386, -4.7312], [-3.2533, -6.7243, 0.7513], [-1.9642, -5.7395, 0.1411], [-2.0485, -7.4458, -0.2165], [-4.1381, -5.4366, -1.0180], [-4.1392, -7.1103, -1.5391], [-4.3452, -5.0631, -3.5698], [-2.4210, -4.9268, -5.6408], [-0.6126, -6.2461, -2.0991], [0.0722, -5.1231, -5.5493], [0.2023, -6.8336, -5.1625], [0.8620, -5.6042, -3.9912], [3.9434, 3.6587, 4.4342], [4.8175, 2.8303, 5.3875], [5.9224, 3.6558, 5.8919], [5.8692, 4.6713, 6.8181], [7.0901, 5.2298, 6.9353], [7.8942, 4.6446, 5.9791], [7.1555, 3.7363, 5.3529], [9.2300, 5.0470, 5.5500], [3.1262, 3.0875, 3.9821], [4.5583, 4.0162, 3.6097], [3.4542, 4.4416, 5.0102], [5.2834, 1.9515, 4.9456], [4.1975, 2.5146, 6.2254], [4.9986, 5.0142, 7.3535], [7.4418, 6.0280, 7.5690], [7.5437, 3.0708, 4.5991], [9.8598, 4.1633, 5.6244], [9.6778, 5.7207, 6.2837], [9.2314, 5.6411, 4.6412], [-0.4596, 3.9031, -8.2609], [-0.3603, 2.3954, -8.0727], [-0.8104, 1.8875, -6.7217], [-1.2390, 2.5705, -5.6040], [-1.6205, 1.6333, -4.6851], [-1.2320, 0.4024, -5.1593], [-0.8309, 0.5884, -6.4349], [-1.2470, -0.8879, -4.4628], [0.2577, 4.5092, -7.7088], [-1.4732, 4.2270, -8.0299], [-0.1966, 4.0234, -9.3123], [0.6932, 2.1346, -8.1929], [-0.9366, 1.8853, -8.8414], [-1.3446, 3.6426, -5.6462], [-1.8852, 1.8788, -3.6710], [-0.3874, -0.1912, -7.0351], [-2.0579, -0.9741, -3.7420], [-0.3186, -1.0233, -3.9087], [-1.5042, -1.7111, -5.1270], [-8.6090, 1.0162, -0.5651], [-7.7143, 0.3585, 0.4704], [-7.6323, -1.1055, 0.2172], [-6.5583, -1.8533, -0.2664], [-7.0578, -3.1234, -0.3349], [-8.3095, -3.1548, 0.2220], [-8.5737, -1.9268, 0.6807], [-9.1536, -4.3533, 0.2250], [-8.7917, 2.0615, -0.3149], [-9.5503, 0.4853, -0.6947], [-8.1705, 1.0928, -1.5642], [-8.2483, 0.4773, 1.4148], [-6.7032, 0.7456, 0.5761], [-5.7187, -1.3347, -0.6926], [-6.7828, -3.9231, -1.0048], [-9.5133, -1.6323, 1.1272], [-9.0052, -4.9605, 1.1155], [-8.9706, -4.9429, -0.6708], [-10.2146, -4.1100, 0.1722], [-4.9264, -2.3373, 7.8418], [-5.8358, -1.6979, 6.8254], [-5.1044, -0.9575, 5.7818], [-4.5648, 0.3150, 5.9281], [-4.1968, 0.7092, 4.6930], [-4.5354, -0.2720, 3.7831], [-5.1313, -1.2506, 4.4912], [-4.4222, -0.1946, 2.3220], [-4.1826, -3.0489, 7.4745], [-5.4432, -2.8802, 8.6328], [-4.3105, -1.6061, 8.3760], [-6.5867, -1.0411, 7.2659], [-6.4434, -2.4680, 6.3454], [-4.4739, 0.6815, 6.9388], [-3.7848, 1.6049, 4.2607], [-5.6709, -2.0800, 4.0623], [-3.4230, -0.4165, 1.9551], [-4.6678, 0.8447, 2.0961], [-5.2171, -0.7903, 1.8807]], "forces_ev_per_a": [[-1.3, 0.2, -0.7], [1.2, 0.6, 1.9], [0.8, 0.0, -0.6], [-0.6, -0.5, 0.6], [0.4, 0.4, -1.1], [0.1, -0.1, 0.9], [-0.4, -0.6, -1.3], [-0.5, 0.3, -0.1], [0.5, -0.1, -0.2], [0.0, 0.2, 0.2], [0.4, -0.1, -0.1], [-0.3, 0.1, -0.3], [0.4, -0.6, -0.1], [0.0, -0.2, -0.2], [-0.3, -0.1, 0.6], [0.0, 0.3, 0.3], [0.0, 0.1, -0.1], [0.4, 0.0, 0.0], [0.0, 0.0, 0.0], [-1.0, 0.1, 0.2], [0.8, -0.2, 2.0], [-1.4, 0.1, -0.1], [1.4, 0.4, -0.5], [-0.2, -0.6, 0.5], [-0.1, 0.4, 0.0], [-0.1, 0.1, 0.9], [0.1, 0.9, -1.6], [0.0, 0.4, -0.9], [0.8, 0.2, 0.3], [-0.1, -0.7, -0.5], [0.3, -0.3, -0.9], [-0.3, -0.3, -0.2], [-0.3, -0.1, 0.1], [-0.2, 0.1, 0.1], [0.2, -0.1, -0.2], [0.4, -0.2, 0.0], [0.2, -0.6, 0.8], [-0.3, -0.1, 0.4], [-0.3, 0.9, 1.0], [-1.2, -0.4, -1.2], [0.6, -0.1, 0.2], [-0.7, 0.3, -0.2], [0.3, 0.1, 0.2], [-0.8, -0.8, -0.3], [0.4, -0.4, 0.1], [0.0, 0.2, 0.2], [0.1, 0.1, 0.1], [0.6, 0.2, -0.3], [0.4, -0.6, 0.5], [0.4, 0.2, 0.1], [0.0, 0.1, 0.0], [0.1, 0.0, 0.1], [0.0, 0.0, 0.0], [0.0, 0.2, -0.2], [0.2, -0.4, 0.1], [0.0, -0.2, -0.4], [-0.1, 0.4, 0.0], [1.2, -0.1, 0.5], [-0.1, 1.1, 0.5], [-1.0, -1.0, 0.2], [0.6, 0.9, -0.3], [0.3, -0.7, -0.2], [0.0, -0.3, -0.2], [0.9, 0.5, 0.3], [-0.7, -0.4, -0.5], [0.1, 0.1, -0.5], [0.0, 0.0, 0.2], [-0.7, 0.1, -0.5], [-0.2, 0.0, -0.5], [-0.4, -0.6, 0.1], [-0.2, 0.2, 0.3], [0.1, 0.2, -0.2], [0.1, 0.1, 0.1], [0.1, 0.2, 0.3], [0.0, 0.1, 0.3], [0.3, 0.1, -0.1], [-0.5, -0.4, 0.0], [0.2, 0.0, 0.0], [-0.1, 0.0, -0.1], [0.3, 0.1, -0.2], [0.1, 0.5, 0.3], [-0.2, -0.1, 0.8], [-0.4, -0.5, -0.5], [-0.1, 0.4, -1.4], [-0.1, 0.0, 0.0], [0.0, 0.1, -0.3], [0.1, 0.0, 0.4], [-0.2, 0.1, -0.1], [0.1, 0.4, 0.0], [0.3, -0.4, 0.0], [-0.1, -0.1, -0.1], [0.0, 0.2, 0.4], [0.2, -0.1, 0.1], [0.0, 0.1, 0.3], [0.3, 0.3, 0.4], [1.2, -0.6, 0.6], [-0.3, -0.2, 2.0], [-0.1, 0.4, 0.5], [0.1, 0.6, 0.7], [0.3, -0.2, -0.3], [0.3, 1.0, 1.0], [-0.2, -0.9, -1.5], [-0.9, -0.1, -0.4], [-0.4, 0.1, -0.3], [-0.1, 0.2, -0.3], [-0.1, 0.0, -0.3], [-0.1, 0.3, -0.9], [0.1, 0.0, -0.5], [-0.3, -0.5, -0.7], [-0.1, -0.3, -0.1], [-0.3, -0.4, 0.2], [0.3, 0.0, 0.0], [0.3, 0.0, 0.1], [0.2, -0.1, -0.2], [0.1, -0.6, -0.1], [-0.2, 0.5, 0.1], [0.7, 0.9, -0.4], [-0.6, 0.3, 1.1], [0.4, 0.4, -0.5], [-1.2, 0.0, -0.3], [0.3, -0.9, 0.1], [1.0, 0.3, 1.2], [0.1, -0.3, 0.2], [-0.1, 0.5, 0.1], [0.3, 0.4, -0.2], [-0.1, 0.0, -0.2], [0.3, -0.1, 0.2], [-0.2, -0.5, 0.0], [0.0, 0.0, 0.0], [0.0, 0.1, -0.1], [0.1, 0.1, -0.8], [-0.4, 0.0, 0.3], [-0.2, -0.6, -0.4], [-0.3, -0.5, 0.1], [0.6, 0.6, 0.2], [0.2, -0.8, -0.1], [-0.8, -0.2, -0.9], [1.3, 1.2, 0.5], [-0.7, -0.1, -0.9], [0.8, -0.1, 0.6], [-0.6, 0.0, 0.2], [0.0, -0.3, 0.3], [0.0, 0.3, -0.5], [-0.4, 0.4, -0.1], [-0.1, -0.4, 0.2], [-0.2, -0.1, 0.2], [-0.1, 0.0, 0.2], [-0.4, -0.5, 0.0], [-0.3, 0.0, -0.3], [-0.1, 0.8, 0.0], [0.1, -0.2, -0.3], [0.6, 0.1, -0.4], [0.6, 0.6, -1.0], [-1.0, -0.3, 0.0], [0.9, 0.4, 2.1], [-2.0, 0.4, -0.4], [0.2, -0.2, -1.0], [0.7, 0.3, 0.3], [-0.7, -0.5, -1.7], [-0.9, -0.6, 0.1], [-0.3, -0.1, 0.4], [-0.1, 0.1, 0.3], [0.2, -0.4, 0.1], [0.4, -0.1, 0.2], [0.0, 0.1, -0.2], [0.1, -0.3, -0.2], [0.4, -0.3, 0.5], [0.1, 0.1, 0.1], [0.2, 0.1, 0.0], [0.3, 0.1, 0.0], [0.1, 0.4, 0.1], [1.2, 0.1, 1.0], [-0.7, -1.1, 0.5], [-0.6, 0.7, -1.0], [0.2, -1.2, 0.5], [0.4, 0.8, -0.9], [-0.5, -0.9, 0.7], [0.0, -0.2, -0.1], [-0.8, 1.0, 1.0], [-0.3, 0.0, -0.6], [-0.5, 0.2, -0.2], [-0.3, 0.2, 0.0], [0.3, 0.3, 0.1], [0.2, 0.0, -0.3], [0.1, 0.5, -0.2], [0.2, 0.2, 0.6], [0.2, -0.2, 0.1], [0.0, -0.3, 0.1], [0.1, 0.0, -0.3], [0.3, -0.3, -0.1]], "homo_lumo_gap_ev": 5.74, "charge": 10, "fmax_ev_per_a": 2.379, "e_tot_ev": -93679.76723}